No. 1
Formula: C31H41FN5O7SbV
Source: OMol25
Level of theory: ωB97M-V with the def2-TZVPD basis set

Computed properties:
Energy relative to the best compared isomer or geometry (same formula, charge and spin) = 0.00 kJ/mol
HOMO (spin up / spin down) = -4.343 / -6.317 eV
Multiplicity = 4
E = -3290.4949 Eh
LUMO level (spin up / spin down) = -2.161 / -2.161 eV

Each line ends with the Mulliken spin population.
Positions of all 87 atoms, in Å:
V -0.905 -0.347 0.168  2.09
N -3.072 -0.735 0.369  -0.01
C -3.161 -2.185 0.636  0.00
C -2.102 -2.520 1.687  0.00
O -2.372 -3.245 2.640  0.00
N -0.942 -1.891 1.443  -0.03
C -0.048 -1.628 2.545  -0.02
C 0.205 -0.109 2.593  0.03
O 1.169 0.359 3.173  0.00
O -0.686 0.589 1.942  -0.02
H -3.411 -0.208 1.169  0.01
H -3.599 -0.465 -0.452  0.00
H -2.941 -2.706 -0.297  0.00
H -4.138 -2.494 1.007  0.00
H 0.907 -2.147 2.457  -0.01
H -0.495 -1.913 3.503  0.00
C 1.868 4.656 -5.079  0.00
C 1.086 3.380 -5.337  0.00
N 0.377 2.913 -4.145  0.01
C 1.005 2.040 -3.321  0.00
C 0.493 1.509 -2.179  0.03
C 1.472 0.641 -1.373  0.01
O 2.634 0.636 -1.755  0.01
O 0.995 0.047 -0.362  -0.03
C -0.837 1.870 -1.800  -0.01
O -1.491 1.421 -0.841  0.01
C -1.464 2.916 -2.618  -0.02
C -2.724 3.387 -2.228  0.01
C -3.343 4.329 -2.992  0.00
F -4.582 4.783 -2.660  0.00
C -2.751 4.849 -4.147  0.00
C -1.517 4.388 -4.539  0.00
C -0.857 3.404 -3.783  0.01
N -3.425 5.834 -4.947  0.00
C -4.591 5.307 -5.634  0.00
C -5.032 6.284 -6.705  0.00
N -5.311 7.614 -6.050  0.00
C -4.106 8.125 -5.296  0.00
C -3.722 7.082 -4.268  0.00
H 2.381 4.980 -5.985  0.00
H 2.618 4.492 -4.304  0.00
H 1.214 5.463 -4.747  0.00
H 1.747 2.570 -5.641  0.00
H 0.365 3.498 -6.145  0.00
H 2.012 1.746 -3.591  0.00
H -3.177 2.983 -1.333  0.00
H -1.069 4.817 -5.424  0.00
H -5.429 5.110 -4.944  0.00
H -4.338 4.360 -6.110  0.00
H -5.942 5.971 -7.213  0.00
H -4.239 6.463 -7.428  0.00
H -6.082 7.497 -5.387  0.00
H -5.620 8.296 -6.742  0.00
H -4.382 9.078 -4.848  0.00
H -3.323 8.268 -6.038  0.00
H -4.532 6.985 -3.528  0.00
H -2.838 7.427 -3.733  0.00
C 0.481 -3.010 -1.658  0.01
C -0.680 -2.253 -2.235  0.33
O -1.186 -1.251 -1.573  0.13
C -1.220 -2.568 -3.510  -0.05
C -0.704 -3.622 -4.306  0.18
C -1.232 -3.906 -5.548  -0.12
C -2.295 -3.163 -6.065  0.23
C -2.816 -2.123 -5.295  -0.12
C -2.300 -1.824 -4.052  0.21
H 0.724 -2.624 -0.671  0.00
H 1.376 -2.926 -2.284  0.01
H 0.265 -4.079 -1.560  0.01
H 0.120 -4.216 -3.931  0.03
H -0.812 -4.721 -6.126  -0.01
H -2.709 -3.395 -7.038  0.02
H -3.649 -1.540 -5.676  -0.01
H -2.713 -1.015 -3.462  0.05
C 4.365 0.985 3.898  0.00
Sb 3.846 1.154 1.821  0.00
C 3.627 -0.958 1.522  0.00
C 5.914 1.204 1.175  0.00
H 5.116 0.205 4.034  0.00
H 3.463 0.725 4.449  0.00
H 4.758 1.930 4.275  0.00
H 4.569 -1.381 1.169  0.00
H 2.845 -1.139 0.790  0.00
H 3.354 -1.415 2.473  0.00
H 6.483 0.395 1.636  0.00
H 6.374 2.156 1.442  0.00
H 5.959 1.090 0.091  0.00

=====

No. 2
Formula: C31H41MnN2O8
Source: OMol25
Level of theory: ωB97M-V with the def2-TZVPD basis set

Computed properties:
HOMO (spin up / spin down) = -3.166 / -3.178 eV
Multiplicity = 4
E = -3068.3132 Eh
LUMO level (spin up / spin down) = 2.150 / 2.149 eV
Net charge = -1

Each line ends with the Mulliken spin population.
Positions of all 83 atoms, in Å:
C -0.130 -0.130 -6.435  0.00
C -0.669 -1.210 -5.446  0.00
C -0.359 1.272 -5.763  0.00
C -1.451 1.069 -4.730  0.00
H -0.626 2.001 -6.531  0.00
H 0.587 1.565 -5.290  0.00
C -1.288 -0.417 -4.312  0.00
H 0.170 -1.825 -5.113  0.00
H -1.426 -1.856 -5.900  0.00
C -0.327 -0.267 -3.136  0.00
H -2.245 -0.841 -3.971  0.00
H -2.429 1.235 -5.202  0.00
C -1.320 1.842 -3.397  0.00
C 1.338 -0.293 -6.786  0.00
C -0.688 -0.212 -7.862  0.00
O -1.249 0.743 -8.356  0.00
O 2.145 -1.001 -6.198  0.00
O 1.667 0.426 -7.875  0.00
O -0.477 -1.320 -8.614  0.00
C 0.073 -2.598 -8.181  0.00
H -0.106 -2.840 -7.122  0.00
H 1.149 -2.633 -8.405  0.00
H -0.451 -3.320 -8.815  0.00
C 3.045 0.293 -8.222  0.00
H 3.682 0.685 -7.420  0.00
H 3.176 0.868 -9.135  0.00
H 3.299 -0.761 -8.390  0.00
O -0.674 0.960 -2.468  0.02
H 0.731 -0.182 -3.436  0.00
H -0.418 -1.135 -2.471  0.00
C -2.726 2.139 -2.866  0.00
C -0.480 3.123 -3.484  0.00
H -0.502 3.540 -4.497  0.00
H 0.565 2.959 -3.196  0.00
H -0.893 3.872 -2.789  0.00
H -2.701 2.496 -1.822  0.00
H -3.363 1.242 -2.917  0.00
H -3.212 2.914 -3.479  0.00
Mn 0.302 -0.196 1.339  2.91
C -1.860 -1.000 1.771  0.01
C -2.344 -0.669 0.472  -0.05
C -1.590 -1.388 -0.475  0.10
H -3.208 -0.045 0.251  0.00
C -0.508 -2.033 0.194  0.05
C -0.764 -1.954 1.621  -0.05
H -0.369 -2.611 2.384  0.00
H -2.396 -0.802 2.703  0.01
H -1.916 -1.576 -1.497  -0.01
H 0.230 -2.681 -0.278  0.01
C 1.939 1.426 0.776  -0.07
C 2.348 0.313 1.592  0.05
C 2.248 -0.880 0.757  -0.03
H 2.808 0.350 2.573  0.00
C 1.959 -0.435 -0.581  0.00
C 1.794 0.966 -0.569  0.01
H 1.686 1.601 -1.446  0.02
H 1.914 2.469 1.098  0.00
H 2.564 -1.877 1.064  0.00
H 1.979 -1.060 -1.473  0.00
C -3.994 2.608 2.997  0.00
C -3.075 2.324 4.169  0.00
C -1.602 2.822 4.030  0.00
C -1.450 4.374 4.011  0.00
C -2.271 5.167 3.022  0.00
C -0.839 2.336 5.287  0.00
O -0.810 2.951 6.340  0.00
N -0.206 1.094 5.202  0.00
C 0.090 0.414 4.035  0.01
O 0.745 -0.638 4.034  0.01
N -0.350 1.002 2.872  -0.05
C -0.961 2.213 2.773  0.05
O -1.026 2.748 1.652  0.00
H -4.290 3.661 2.975  0.00
H -4.900 2.003 3.091  0.00
H -3.509 2.366 2.046  0.00
H -3.480 2.771 5.090  0.00
H -3.034 1.237 4.346  0.00
H -1.647 4.736 5.030  0.00
H -0.382 4.562 3.818  0.00
H -3.298 5.314 3.364  0.00
H -1.815 6.156 2.920  0.00
H -2.259 4.683 2.042  0.00
H 0.223 0.718 6.043  0.00

=====

No. 3
Formula: C31H41N7O3P2RuS
Source: OMol25
Level of theory: ωB97M-V with the def2-TZVPD basis set

Computed properties:
Energy relative to the best compared isomer or geometry (same formula, charge and spin) = 0.00 kJ/mol
HOMO (spin up / spin down) = -15.901 / -15.801 eV
Multiplicity = 2
E = -2989.8260 Eh
LUMO level (spin up / spin down) = -7.857 / -8.823 eV
Net charge = +3

Each line ends with the Mulliken spin population.
Positions of all 86 atoms, in Å:
Ru -0.064 -0.160 0.230  -0.01
C 0.349 -3.945 0.672  0.00
P -0.641 -2.436 0.933  0.00
C -1.168 -2.633 2.672  0.00
C -2.163 -2.911 0.006  0.00
C -3.075 -1.730 -0.272  0.00
P -2.118 -0.368 -1.038  0.00
C -1.614 -1.078 -2.645  0.00
C -3.391 0.806 -1.598  0.00
H -0.194 -4.792 1.094  0.00
H 1.321 -3.879 1.162  0.00
H 0.499 -4.126 -0.389  0.00
H -1.342 -3.687 2.891  0.00
H -2.098 -2.091 2.841  0.00
H -0.410 -2.258 3.360  0.00
H -2.687 -3.684 0.571  0.00
H -1.842 -3.368 -0.933  0.00
H -3.515 -1.364 0.660  0.00
H -3.901 -2.010 -0.929  0.00
H -2.462 -1.532 -3.161  0.00
H -0.831 -1.820 -2.509  0.00
H -1.223 -0.272 -3.269  0.00
H -4.189 0.236 -2.075  0.00
H -2.959 1.489 -2.329  0.00
H -3.815 1.399 -0.787  0.00
C 0.193 4.064 -1.498  0.00
C -0.126 2.955 -0.715  0.00
N 0.343 1.737 -0.947  0.00
C 1.160 1.568 -2.005  -0.01
C 1.525 2.614 -2.864  0.00
C 1.022 3.893 -2.580  0.00
C 2.389 2.344 -3.978  0.00
C 2.852 1.098 -4.203  0.00
C 2.503 0.014 -3.326  0.00
C 2.973 -1.295 -3.510  0.00
C 2.631 -2.263 -2.601  0.00
C 1.813 -1.921 -1.522  0.00
N 1.325 -0.703 -1.342  0.00
C 1.666 0.257 -2.230  0.00
H -0.213 5.035 -1.250  0.00
H -0.799 3.069 0.126  0.00
H 1.286 4.731 -3.213  0.00
H 2.665 3.161 -4.632  0.00
H 3.510 0.892 -5.036  0.00
H 3.610 -1.524 -4.355  0.00
H 2.985 -3.280 -2.702  0.00
H 1.559 -2.653 -0.780  0.00
N -2.640 1.859 4.577  0.00
C -1.221 2.265 4.292  0.00
C -0.590 1.269 3.327  0.00
N -1.336 1.127 2.067  0.00
C -2.744 0.807 2.335  0.00
C -3.427 1.775 3.299  0.00
H -3.081 2.520 5.222  0.00
H -2.644 0.948 5.044  0.00
H -0.669 2.306 5.229  0.00
H -1.252 3.268 3.867  0.00
H -0.533 0.281 3.793  0.00
H 0.426 1.592 3.119  0.00
H -1.285 1.992 1.539  0.00
H -2.793 -0.204 2.742  0.00
H -3.304 0.815 1.402  0.00
H -4.438 1.445 3.529  0.00
H -3.477 2.783 2.888  0.00
O 6.487 4.714 3.832  0.11
S 7.746 4.106 3.508  0.02
O 8.022 3.830 2.114  0.23
O 8.830 4.224 4.421  0.08
C 7.146 2.151 3.801  0.45
N 7.866 1.434 4.582  0.05
C 7.380 0.213 4.827  0.02
C 6.182 -0.203 4.258  0.00
C 5.530 0.684 3.411  0.00
N 6.045 1.894 3.175  0.02
C 4.226 0.433 2.736  0.01
C 3.485 -0.734 2.893  0.00
C 2.243 -0.831 2.292  0.00
N 1.696 0.151 1.562  0.00
C 2.439 1.255 1.374  0.00
C 3.684 1.434 1.935  0.00
H 7.961 -0.422 5.483  0.00
H 5.799 -1.189 4.475  0.00
H 3.850 -1.566 3.478  0.00
H 1.649 -1.726 2.415  0.00
H 1.997 2.033 0.768  0.00
H 4.239 2.348 1.773  0.00

=====

> Among the records above, which one has the highest E?

C31H41N7O3P2RuS